No. 1
19
Properties=species:S:1:pos:R:3:forces:R:3:lowdin_charge:R:1 method="wB97M-V/def2-TZVPD" energy_ev=-24260.1779 de_lowest_kj_mol=250.42 spin_multiplicity=1 homo_energy_ha=-0.3329 mol_weight_g_mol=172.2 total_charge=0 lumo_energy_ha=0.017 smiles="O=C(O)[C@H]1CSC([C@@H]2CN2)=N1"
C 2.287996 -0.664143 -0.337396 -1.0 -2.7 -1.2 -0.462
C 1.251540 0.166251 0.500556 1.0 0.2 0.6 -0.298
C 1.246452 1.716886 0.270670 -0.8 -1.6 -0.4 -0.365
C -0.855257 0.424745 -0.302980 2.3 -1.7 1.2 -0.608
C -2.171618 -0.008929 -0.686562 -2.1 -1.7 1.8 -0.310
C -2.972784 -0.546076 0.570507 3.3 -0.4 -1.4 -0.073
H 4.194839 -1.096077 -0.490482 -2.2 2.2 1.2 0.200
H 1.759572 -0.013349 1.475026 -0.9 0.1 -0.1 0.152
H 2.105082 1.930697 -0.312608 0.9 0.8 -0.2 0.057
H 1.155221 2.256852 1.207559 0.1 0.1 -0.1 0.081
H -2.622778 0.531097 -1.475874 -0.7 0.6 -0.5 0.108
H -2.375304 -0.513776 1.526332 -0.4 -0.3 -1.3 0.110
H -3.976730 -0.248191 0.723683 -1.1 -0.3 -0.5 0.073
H -1.701582 -2.087824 -0.634829 -2.2 1.7 1.3 0.146
N -0.103408 -0.358379 0.418140 0.2 1.1 -1.2 0.077
N -2.592897 -1.443819 -0.598799 1.6 0.8 0.4 0.012
O 3.570516 -0.371417 -0.039293 1.6 -1.4 -1.1 0.053
O 2.013484 -1.654680 -1.019659 0.3 2.3 1.2 0.073
S -0.212347 1.980136 -0.793987 0.1 0.1 0.1 0.974

No. 2
132
Properties=species:S:1:pos:R:3:forces:R:3:lowdin_charge:R:1 method="wB97M-V/def2-TZVPD" energy_ev=-173225.3141 de_lowest_kj_mol=107.92 spin_multiplicity=1 homo_energy_ha="-0.0611 / -0.0607" mol_weight_g_mol=1346.9 total_charge=-2 lumo_energy_ha="0.112 / 0.112"
Sn -0.206317 0.626039 0.917992 0.0 -0.3 0.2 1.245
Cl -5.847208 6.455655 -2.039184 -0.2 0.2 -0.2 0.613
C -4.981874 5.386484 -0.979408 0.1 -0.2 0.1 -0.691
C -5.355097 4.055939 -0.895872 -0.1 0.2 0.0 -0.111
C -4.655691 3.211938 -0.062357 0.1 0.0 0.2 -0.022
C -3.596328 3.670424 0.744762 -0.4 0.5 -0.4 -0.140
C -3.202080 5.009282 0.563705 0.0 -0.2 0.1 -0.017
C -3.886750 5.860265 -0.276222 -0.2 0.0 -0.1 -0.113
C -2.842409 2.749437 1.558232 0.4 -0.5 0.5 -0.063
C -1.680073 3.154838 2.265366 -0.3 -0.2 -0.2 -0.256
C -1.533353 4.365329 3.026076 0.4 0.3 0.3 -0.019
C -0.312303 4.302131 3.620107 -0.4 0.3 -0.1 -0.001
C 0.290395 3.073434 3.186390 0.6 -0.1 0.5 -0.249
C 1.599921 2.688522 3.458038 -0.5 0.2 -0.2 -0.065
C 2.485676 3.655601 4.121863 0.2 0.3 0.2 -0.186
C 2.700495 4.917820 3.570918 0.0 0.0 0.0 -0.009
C 3.572038 5.810460 4.168635 0.1 0.1 0.2 -0.097
C 4.225336 5.438321 5.331535 -0.1 -0.1 -0.1 -0.686
Cl 5.336026 6.546927 6.081466 0.2 0.2 0.1 0.617
C 4.030754 4.192752 5.902828 0.0 0.1 0.1 -0.115
C 3.158077 3.309413 5.294120 -0.1 0.1 0.0 -0.035
C 2.180313 1.461411 3.112294 0.2 -0.3 0.0 -0.247
N 1.513497 0.394684 2.643609 -0.6 0.3 0.1 0.028
C 2.404634 -0.612061 2.506887 0.1 -0.3 0.0 -0.275
C 2.057445 -1.936118 2.225495 -0.3 0.3 0.1 -0.082
C 3.150707 -2.903793 2.033242 0.2 -0.3 0.0 -0.180
C 3.249823 -3.578704 0.817927 0.0 0.0 0.1 -0.024
C 4.283057 -4.463375 0.576315 0.1 -0.1 0.0 -0.093
C 5.227949 -4.676263 1.564489 -0.1 0.1 0.0 -0.681
Cl 6.544041 -5.775432 1.265714 0.2 -0.2 0.0 0.618
C 5.149333 -4.035180 2.788495 0.0 0.0 -0.1 -0.113
C 4.105885 -3.153464 3.016663 -0.1 -0.1 0.0 -0.036
C 0.739749 -2.404548 2.156042 0.1 -0.2 0.3 -0.339
C 0.374360 -3.799179 2.143257 0.0 -0.1 0.0 -0.036
C -0.978701 -3.838991 2.172206 0.0 -0.1 -0.1 -0.024
C -1.431605 -2.465825 2.182957 0.4 -0.2 0.0 -0.252
N -0.371335 -1.640186 2.181858 -0.2 0.5 0.2 0.035
C -2.778547 -2.065876 2.159413 -0.2 0.7 -0.1 -0.054
C -3.231988 -0.748002 2.038291 0.1 -0.7 0.2 -0.241
C -4.603036 -0.337246 2.170582 -0.4 0.3 -0.1 -0.011
C -4.637610 1.000241 1.937104 -0.3 -0.5 0.1 -0.024
C -3.277984 1.405040 1.702555 0.3 0.0 -0.1 -0.271
N -2.468178 0.346937 1.806256 0.5 0.4 0.0 0.020
C -3.804088 -3.117946 2.236941 -0.3 -0.3 0.0 -0.184
C -3.813585 -4.049544 3.276226 0.0 0.1 -0.1 -0.033
C -4.782098 -5.032594 3.353329 -0.1 -0.1 0.0 -0.112
C -5.766976 -5.086951 2.382373 0.1 0.1 0.0 -0.683
Cl -6.988912 -6.324227 2.475551 -0.1 -0.1 0.0 0.617
C -5.787461 -4.178947 1.338107 -0.1 -0.2 0.1 -0.103
C -4.808384 -3.205537 1.270917 0.1 0.0 0.0 -0.019
C 3.723431 -0.138319 2.831050 0.1 0.0 0.0 -0.009
C 3.579952 1.146015 3.237225 0.1 0.0 0.0 -0.006
N -0.598602 2.384894 2.431666 -0.1 -0.6 -0.3 0.018
H -6.165869 3.677045 -1.501248 0.0 0.0 -0.1 0.104
H -4.901248 2.162660 -0.071477 0.0 0.0 -0.1 0.105
H -2.316612 5.375617 1.054945 0.1 0.0 0.0 0.098
H -3.561296 6.883098 -0.402527 0.0 0.0 0.0 0.099
H -2.292411 5.114778 3.171750 0.0 0.1 0.0 0.104
H 0.135031 5.010028 4.296461 0.0 0.1 0.1 0.106
H 2.200163 5.178244 2.649280 0.0 0.0 -0.1 0.099
H 3.749595 6.784075 3.733902 0.0 0.0 0.0 0.102
H 4.551975 3.920837 6.810807 0.0 0.0 0.0 0.097
H 2.986853 2.337307 5.733681 0.0 -0.1 0.0 0.123
H 2.512148 -3.384400 0.054646 0.0 0.1 -0.1 0.050
H 4.357432 -4.969845 -0.374968 0.0 0.0 0.0 0.102
H 5.897312 -4.218672 3.546842 0.0 0.0 0.0 0.097
H 4.024621 -2.662597 3.976062 0.0 0.1 0.0 0.119
H 1.059736 -4.627389 2.118764 0.1 -0.1 0.0 0.103
H -1.604102 -4.711967 2.145398 0.0 -0.1 0.0 0.096
H -5.424595 -0.979062 2.432916 -0.1 0.0 0.1 0.101
H -5.484894 1.656037 2.034593 -0.1 0.1 -0.1 0.106
H -3.056655 -3.991470 4.043499 0.1 0.0 0.1 0.121
H -4.775355 -5.748497 4.162330 0.0 0.0 0.0 0.098
H -6.560435 -4.236942 0.585708 0.0 0.0 0.0 0.101
H -4.813245 -2.504114 0.450538 0.1 0.1 -0.1 0.126
H 4.629301 -0.710319 2.760722 0.1 0.0 0.0 0.098
H 4.350761 1.816208 3.570170 0.1 0.1 0.0 0.102
S 2.721719 -0.108564 -1.072739 -0.1 0.0 0.1 0.763
C 1.535783 -0.262921 -2.218446 1.5 1.1 0.1 -0.736
N 1.385566 0.635244 -3.211337 -0.4 -0.2 0.3 -0.107
C 0.305573 0.426392 -4.139597 -0.6 -0.2 -0.5 -0.139
C 0.323180 -1.033980 -4.577578 0.1 0.5 -0.4 -0.121
N 0.187820 -1.872452 -3.414100 0.1 0.4 0.3 -0.122
C -0.658023 -3.047758 -3.449605 -0.1 -0.2 0.2 -0.157
C 0.190842 -4.293006 -3.482417 0.0 -0.1 -0.1 -0.205
C 0.804397 -4.686432 -4.665190 0.0 0.0 0.0 -0.050
C 1.673950 -5.763248 -4.685517 0.1 -0.1 -0.2 -0.107
C 1.960301 -6.446518 -3.515783 0.1 -0.1 0.0 -0.112
C 1.332538 -6.076616 -2.338131 0.1 -0.1 0.0 -0.087
C 0.441549 -5.019555 -2.325180 -0.1 -0.2 0.0 -0.078
C 0.694320 -1.449298 -2.237381 -0.6 -2.0 0.1 -0.753
S 0.483467 -2.310641 -0.845758 -0.2 0.3 -0.1 0.779
C 1.919298 1.967180 -3.031896 0.2 0.3 0.2 -0.141
C 3.417814 2.007858 -3.159844 0.2 0.1 -0.3 -0.256
C 4.165948 2.805776 -2.304104 -0.1 0.1 -0.1 -0.050
C 5.537139 2.895432 -2.452414 0.0 0.1 0.0 -0.090
C 6.177903 2.187357 -3.456719 0.2 0.0 0.0 -0.117
C 5.440899 1.376264 -4.302062 0.1 -0.1 -0.1 -0.103
C 4.068130 1.290560 -4.156697 -0.1 0.1 0.0 -0.053
H 0.429265 1.086742 -5.001941 0.1 -0.1 0.1 0.129
H -0.659960 0.632108 -3.652446 0.1 0.0 -0.1 0.076
H 1.264662 -1.261858 -5.105306 -0.1 0.0 0.0 0.125
H -0.514689 -1.222883 -5.254283 0.1 0.0 0.1 0.126
H -1.291559 -2.985670 -4.337644 0.0 0.0 0.1 0.126
H -1.276286 -3.030052 -2.548656 -0.1 0.0 -0.2 0.079
H 0.605265 -4.140479 -5.578803 0.0 0.1 -0.1 0.106
H 2.136474 -6.067666 -5.616681 0.0 0.0 0.0 0.092
H 2.669021 -7.264315 -3.523028 0.0 -0.1 0.0 0.092
H 1.543304 -6.607973 -1.421623 0.0 -0.1 0.1 0.099
H -0.029994 -4.724242 -1.403296 -0.1 0.0 0.0 0.062
H 1.618530 2.338193 -2.040185 0.0 0.0 -0.2 0.076
H 1.475442 2.611563 -3.797876 0.0 -0.1 0.1 0.136
H 3.662341 3.337898 -1.510638 -0.1 0.0 0.1 0.115
H 6.113304 3.510135 -1.774602 0.0 0.0 0.1 0.097
H 7.252348 2.253441 -3.568842 0.0 0.0 0.0 0.088
H 5.939774 0.801725 -5.072131 0.0 0.0 0.0 0.092
H 3.494183 0.647792 -4.810979 -0.1 -0.1 0.0 0.106
O 1.425418 4.775426 0.573144 0.6 1.6 0.7 -0.001
C 1.034476 3.704223 0.242210 -0.1 -0.4 -0.5 -0.591
N 0.668997 2.657944 -0.152925 -0.3 -0.7 -0.4 -0.030
S -1.933065 -0.262419 -1.650810 -0.2 0.0 0.3 0.579
C -3.140785 0.455685 -2.656454 0.3 -0.3 0.2 -0.718
C -4.150993 -0.350913 -3.197628 -0.2 0.0 -0.1 -0.156
C -5.084065 0.169061 -4.067417 -0.2 -0.1 -0.1 -0.137
C -5.035900 1.509715 -4.423490 -0.2 0.2 -0.2 -0.147
C -4.043249 2.320504 -3.888764 -0.1 0.2 -0.2 -0.129
C -3.106771 1.807954 -3.015986 0.0 0.0 0.0 -0.149
H -4.176216 -1.395632 -2.919073 0.0 -0.1 0.0 0.081
H -5.851774 -0.478139 -4.481569 0.0 0.0 0.0 0.086
H -5.767889 1.919178 -5.110431 0.0 0.0 0.0 0.078
H -3.997601 3.367660 -4.166342 0.0 0.0 0.0 0.094
H -2.334653 2.441639 -2.599833 0.1 0.0 0.1 0.100

No. 3
12
Properties=species:S:1:pos:R:3:forces:R:3:mulliken_spin:R:1 method="wB97M-V/def2-TZVPD" energy_ev=-9236.0536 de_lowest_kj_mol=188.30 spin_multiplicity=2 homo_energy_ha="-0.5572 / -0.5566" mol_weight_g_mol=90.1 total_charge=+1 lumo_energy_ha="-0.176 / -0.370"
N -2.409280 0.479617 -1.131019 0.8 -0.4 -0.2 0.140
C -1.128310 0.008736 -0.832559 -1.9 1.4 4.0 -0.053
O -0.761713 0.266605 0.400790 0.8 -0.6 -2.2 0.082
O -0.481765 -0.754662 -1.546908 0.2 -0.2 -1.2 0.818
H -2.986785 0.066594 -0.391513 -0.4 -0.2 -0.4 0.003
H -2.442199 1.487936 -0.954847 0.1 0.0 -0.5 0.006
C 2.711022 -0.010446 1.969464 -0.3 0.3 0.2 0.000
N 1.986726 -0.035691 0.932615 -0.6 -0.7 -0.6 0.000
H 3.730963 -0.386865 2.004906 0.0 0.0 -0.1 0.000
H 2.290856 0.428484 2.872843 0.1 -0.1 0.0 0.000
H 0.213388 0.010076 0.547465 0.9 0.3 0.9 0.003
H 2.461880 -0.494869 0.151000 0.1 0.2 0.1 0.001